1.
ORCA calculation (ωB97M-V with the def2-TZVPD basis set) on a molecular structure, C22H42Cl3N2NdO4SSi in a non-equilibrium geometry.

XYZ file:
```
76
Properties=species:S:1:pos:R:3:forces:R:3
C -1.7085 -2.1568 -3.4370 -0.30 0.22 -0.35
C -1.2608 -2.8943 -2.2216 -0.28 -2.27 1.26
H -1.7161 -2.7770 -4.3346 -0.01 0.02 0.04
H -1.0394 -1.2952 -3.5760 -0.30 -0.28 -0.10
H -2.7291 -1.7626 -3.2904 0.29 -0.09 -0.02
C -0.6610 -4.1069 -2.2045 -0.74 1.17 0.65
C -0.3843 -4.8994 -3.4096 0.28 -0.44 -1.09
H -0.3580 -4.5417 -1.2413 -0.30 0.17 -0.41
H -0.1189 -4.2572 -4.2710 -0.09 -0.39 0.28
H -1.2517 -5.5137 -3.7035 0.25 0.06 -0.04
H 0.4487 -5.5812 -3.2296 0.05 -0.10 -0.17
Nd 0.2772 1.6330 0.6831 0.00 -3.09 -0.42
Cl -2.4062 1.5018 0.4312 0.29 0.30 0.32
Cl 1.6341 3.7692 0.1472 0.20 0.56 0.17
H 0.9659 5.3477 4.4041 0.01 -0.07 -0.05
H -1.2479 6.6192 3.4381 0.05 -0.11 -0.13
C 1.0443 4.9484 3.3893 -0.12 -0.02 -0.01
C -0.9898 6.0922 2.5125 -0.58 -0.09 0.04
N -0.3011 4.8472 2.8122 0.30 0.06 0.04
H 1.5052 3.9576 3.4015 -0.11 0.33 -0.01
C -0.8163 3.6829 2.4926 0.61 -0.59 0.37
O -0.1906 2.5828 2.6776 -0.99 1.85 0.55
H -1.9142 5.8529 1.9653 0.33 0.21 0.17
H -1.8133 3.6750 2.0187 0.27 -0.02 0.16
H 1.6457 5.6341 2.7851 -0.12 -0.20 0.01
H -0.3627 6.7481 1.9076 0.03 -0.18 -0.06
H 1.4686 -1.4480 -2.6100 -0.05 0.06 0.22
H 2.2762 -3.8329 -1.0261 0.24 0.33 -0.05
C 2.4938 -1.2086 -2.3116 -0.27 -0.04 -0.05
C 3.1591 -3.1726 -0.9547 -0.05 -0.20 0.42
N 2.7697 -1.7669 -0.9908 0.40 0.46 0.88
H 2.6164 -0.1261 -2.2838 0.01 -0.12 0.03
C 2.6507 -1.0386 0.1343 -0.61 0.70 -1.54
O 2.2208 0.1474 0.1443 0.54 -1.03 0.42
H 3.6822 -3.3914 -0.0044 -0.22 0.08 -0.48
H 2.9750 -1.5582 1.0509 -0.14 0.15 -0.16
H 3.1924 -1.6615 -3.0176 0.08 0.14 0.07
H 3.8220 -3.3882 -1.8027 -0.09 0.09 0.32
O -0.3780 -1.2261 -1.4238 2.39 2.13 2.05
C -1.3193 -2.0515 -0.9530 -0.33 -0.09 -0.81
C 0.1357 -3.1753 0.8558 0.33 0.21 -0.36
C -1.1197 -2.8184 0.3799 -0.56 0.12 -0.99
H 1.0086 -2.6779 0.4179 -0.59 -0.37 0.08
C 0.2814 -4.1746 1.8034 -0.41 -0.20 0.44
H -2.2851 -1.5156 -0.9015 -0.42 -0.29 0.37
C -2.2566 -3.3514 0.9910 -0.02 -0.03 -0.09
H 1.2792 -4.4963 2.1072 -0.21 0.03 0.00
C -0.8578 -4.7842 2.3564 0.08 0.35 -0.33
C -2.1285 -4.3432 1.9592 -0.10 -0.21 0.42
H -3.2471 -3.0011 0.6575 0.53 -0.32 0.14
H -0.7500 -5.5905 3.0752 -0.05 0.07 -0.05
H -3.0305 -4.8014 2.3979 0.53 0.26 -0.21
Si -0.3671 3.1398 -2.8825 0.55 1.15 0.21
Cl 0.0621 1.2623 -1.9180 -0.52 0.86 -2.51
C 1.2805 4.0235 -3.1420 0.26 0.08 -0.21
C -1.4733 4.1691 -1.7492 -0.30 -0.14 0.13
C -1.1751 3.0015 -4.5660 -0.31 -0.41 -0.12
H 2.1150 3.4367 -2.7513 -0.07 0.05 0.01
H 1.3181 4.9978 -2.6337 -0.13 -0.32 -0.04
H 1.4883 4.2128 -4.2075 -0.20 -0.15 0.23
H -0.5025 2.5438 -5.3006 -0.10 -0.01 0.15
H -1.4519 3.9991 -4.9641 0.24 -0.35 0.45
H -2.0958 2.4056 -4.5213 0.16 0.07 -0.08
H -1.4825 3.7977 -0.7159 -0.02 0.10 -0.28
H -2.5190 4.1182 -2.0959 0.32 0.01 0.13
H -1.1644 5.2265 -1.7219 0.03 -0.36 -0.17
C -0.5884 0.4013 4.7291 -0.22 0.03 -0.17
S 0.7370 -0.1957 3.6740 -0.17 -0.01 -0.36
C 0.8002 -1.8786 4.3019 -0.33 -0.03 -0.32
O 0.1674 -0.2860 2.2566 0.38 0.29 0.91
H -0.2405 0.3656 5.7642 -0.05 -0.03 -0.09
H -1.4714 -0.2301 4.5733 0.18 0.14 0.06
H -0.7943 1.4349 4.4264 0.06 -0.45 0.14
H -0.1656 -2.3616 4.0845 0.38 0.08 0.04
H 1.6120 -2.3980 3.7876 -0.20 0.06 0.05
H 1.0005 -1.8390 5.3740 -0.01 0.05 -0.07
```
Positions in Å, forces in eV/Å.

Calculated values
* expectation value of S²: 3.753
* calculated total energy: -106226.9495 eV
* 2S+1: 4



2.
ORCA calculation (ωB97M-V with the def2-TZVPD basis set) on 3 unconnected molecules or ions with the total composition C22H42F3IN2O2P2S in a non-equilibrium geometry.

XYZ file:
```
75
Properties=species:S:1:pos:R:3:forces:R:3
F 3.5447 2.9283 2.6038 0.22 0.05 -3.39
C 3.0812 2.6459 1.3218 -0.98 -2.71 -0.46
F 3.1945 3.5924 0.2870 -0.86 -1.14 3.31
C 2.5173 1.3673 1.0277 1.09 2.86 -0.06
F 3.3064 0.2595 1.4449 -2.48 1.63 0.16
C 1.1282 1.1916 0.2502 2.01 -1.32 -1.27
C 0.2566 0.0148 0.9034 1.44 0.34 -0.02
P -1.3097 0.5697 1.8070 0.23 -1.79 0.23
I -0.5261 1.2193 4.0754 -0.12 0.21 -1.01
P -2.2139 2.3405 0.8996 -1.40 1.54 0.61
S -3.8036 2.9083 1.9258 0.52 -0.38 -0.08
H 1.4011 0.8392 -0.8084 -0.52 0.53 1.33
H 0.5795 2.1737 0.1182 0.94 -1.11 0.56
H 0.0503 -0.7864 0.1123 -0.17 1.26 1.15
H 0.9242 -0.5036 1.6769 -1.16 0.61 -0.90
H -2.7206 2.0233 -0.4208 1.22 -0.03 0.49
H -1.3211 3.4592 0.8937 0.03 -0.61 -0.69
C 4.8765 -4.7031 3.0695 0.15 -0.38 0.15
C 3.6764 -3.7450 3.3238 1.68 -0.11 -1.36
C 4.1284 -2.5232 4.1568 -0.26 0.01 0.40
C 4.3592 -2.8418 5.6292 0.02 0.04 -0.02
C 3.1295 -3.5124 6.2286 -0.01 0.33 -0.24
C 2.6848 -4.7582 5.4376 0.49 -1.57 1.43
N 2.5608 -4.4975 3.9684 -2.29 3.28 0.52
O 1.4306 -3.7902 3.7788 1.32 -1.53 -0.09
C 3.7006 -5.8965 5.6998 0.34 0.02 -0.13
C 1.3689 -5.2979 6.0441 -0.35 0.44 -0.48
C 3.3148 -3.2204 1.9109 -0.77 0.06 0.24
H 5.1211 -4.7831 2.0074 -0.09 0.25 0.08
H 5.7842 -4.3746 3.5824 -0.08 -0.06 0.04
H 4.6705 -5.7290 3.3726 -0.05 0.12 0.10
H 3.3731 -1.7312 4.0935 -0.10 -0.17 -0.10
H 5.0438 -2.1007 3.7320 -0.10 -0.18 -0.19
H 5.2451 -3.4727 5.7497 -0.04 -0.03 -0.01
H 4.5698 -1.9156 6.1736 0.01 -0.08 -0.05
H 3.3381 -3.7833 7.2690 -0.12 -0.22 -0.14
H 2.3121 -2.7824 6.2657 -0.04 -0.12 -0.15
H 3.4776 -6.7719 5.0837 0.00 0.11 -0.01
H 3.6583 -6.2194 6.7436 -0.17 0.17 -0.08
H 4.7363 -5.6040 5.5229 -0.08 -0.02 -0.09
H 0.5747 -4.5479 6.0548 0.12 -0.06 -0.21
H 1.5180 -5.6000 7.0842 0.28 0.05 -0.15
H 1.0099 -6.1720 5.4941 0.05 0.10 -0.03
H 2.9553 -4.0283 1.2675 0.01 0.00 0.11
H 4.1941 -2.7785 1.4320 0.06 -0.19 0.29
H 2.5538 -2.4359 1.9307 0.00 -0.20 0.14
C -5.7346 2.5103 -5.3350 -0.10 0.05 -0.43
C -4.4819 2.4924 -4.4114 -2.13 -0.35 0.23
C -4.3700 3.8205 -3.6281 0.38 0.22 -0.11
C -3.8925 4.9921 -4.4768 0.00 0.01 0.03
C -2.5888 4.6408 -5.1836 -0.10 -0.08 0.39
C -2.6887 3.3409 -6.0063 0.12 0.79 -2.02
N -3.2636 2.2016 -5.2219 2.63 0.50 3.15
O -2.3037 1.7673 -4.3780 -1.42 0.06 -1.58
C -3.5482 3.6190 -7.2633 -0.36 0.06 0.03
C -1.2958 3.0017 -6.5858 0.11 -0.38 0.61
C -4.8025 1.3817 -3.3776 0.79 -0.12 0.04
H -6.4652 1.7485 -5.0520 0.14 0.12 0.21
H -6.2518 3.4730 -5.3121 0.09 -0.03 -0.06
H -5.4983 2.2791 -6.3729 0.10 0.10 0.08
H -3.6725 3.7011 -2.7906 0.03 -0.19 -0.11
H -5.3361 4.0721 -3.1810 -0.02 -0.27 -0.08
H -4.6626 5.2801 -5.1987 0.03 -0.04 -0.02
H -3.7349 5.8660 -3.8365 -0.05 -0.07 -0.06
H -2.2946 5.4734 -5.8314 0.02 -0.25 -0.14
H -1.7942 4.5475 -4.4337 -0.05 -0.18 -0.05
H -3.7257 2.7004 -7.8292 0.01 0.03 0.10
H -3.0379 4.3157 -7.9341 0.13 -0.09 0.20
H -4.5116 4.0780 -7.0381 0.03 -0.12 0.02
H -0.5321 2.9057 -5.8105 -0.20 -0.13 0.01
H -0.9527 3.7940 -7.2563 -0.31 0.03 0.07
H -1.3228 2.0714 -7.1598 -0.05 0.04 0.10
H -4.8679 0.4008 -3.8560 0.06 0.10 -0.02
H -5.7619 1.5784 -2.8895 0.07 0.20 -0.30
H -4.0619 1.3206 -2.5754 0.07 0.01 -0.24
```
Positions in Å, forces in eV/Å.

Calculated values
* expectation value of S²: 2.009
* calculated total energy: -76228.6744 eV
* 2S+1: 3



3.
ORCA calculation (ωB97M-V with the def2-TZVPD basis set) on a molecular structure, C22H42GeIrN3O2.

XYZ file:
```
71
Properties=species:S:1:pos:R:3:forces:R:3
Ir 0.1824 1.1242 0.6158 -0.30 0.16 0.19
C 1.0097 -4.0399 -0.0432 -0.01 0.01 0.00
O 0.3556 -2.8024 -0.4137 0.05 -0.11 0.00
C 0.4498 -1.8236 0.4917 0.04 0.05 0.08
O 0.9783 -1.9104 1.5714 -0.02 0.01 -0.03
N -0.2999 -0.4701 -1.3417 -0.27 0.13 -0.23
N -0.4729 0.9724 -1.3209 0.13 -0.13 -0.19
H 0.8079 -4.7299 -0.8561 0.00 0.00 0.00
H 0.5999 -4.4126 0.8916 -0.01 0.00 0.00
H 2.0794 -3.8761 0.0637 0.00 0.01 0.00
H -1.8493 -0.5719 -2.7720 0.03 0.04 0.04
H -1.4394 1.2601 -1.4792 0.01 0.01 0.08
H 0.1198 1.3732 -2.0436 -0.04 -0.01 -0.04
C 0.6820 -0.1924 -4.1701 0.00 -0.01 -0.02
C 0.6111 -1.6806 -3.8197 -0.03 0.01 0.01
C 1.8951 -2.1290 -3.0965 0.00 -0.01 0.02
C -0.6143 -2.1338 -3.0715 -0.01 -0.17 0.00
C -1.1435 -3.3585 -3.3763 0.08 0.04 -0.01
C -2.2545 -3.8321 -2.6856 -0.03 0.05 0.04
C -2.9051 -3.0877 -1.6966 0.01 -0.01 0.05
C -2.4772 -1.8455 -1.3168 -0.02 -0.17 0.03
C -3.3372 -1.1473 -0.2828 0.01 0.03 -0.07
C -3.1075 -1.7190 1.1306 -0.03 0.03 0.01
C -3.3534 0.3769 -0.2747 0.03 0.00 0.04
C -1.3136 -1.2560 -2.0730 0.03 0.18 -0.12
N -0.2461 -0.6995 0.0796 0.04 -0.16 0.16
H 1.3245 -0.0662 -5.0404 0.00 0.01 0.00
H 1.1414 0.3806 -3.3638 0.00 -0.01 0.00
H -0.2902 0.2333 -4.4309 0.01 0.01 0.00
H 0.5760 -2.2377 -4.7592 -0.02 0.01 -0.01
H 2.0175 -1.5943 -2.1554 0.00 -0.01 -0.02
H 2.7465 -1.9092 -3.7396 0.01 0.00 0.00
H 1.8894 -3.1999 -2.8962 0.01 0.00 0.00
H -0.6829 -3.9717 -4.1397 0.00 0.00 0.00
H -2.6449 -4.8128 -2.9337 0.00 0.00 0.01
H -3.7831 -3.5076 -1.2226 0.00 -0.01 0.00
H -4.3486 -1.4577 -0.5605 -0.01 0.00 -0.02
H -2.1597 -1.3874 1.5483 0.01 -0.01 -0.02
H -3.1316 -2.8082 1.1301 0.00 0.00 0.00
H -3.9121 -1.3682 1.7768 0.01 -0.01 0.00
H -2.4981 0.7974 0.2591 -0.02 -0.02 -0.01
H -4.2415 0.7131 0.2589 0.01 0.00 0.01
H -3.4263 0.8031 -1.2806 0.00 0.00 -0.01
C 0.3156 4.9856 2.6179 -0.01 -0.02 -0.01
C 1.5185 4.5726 1.7801 -0.08 -0.05 0.16
C 1.1311 3.8527 0.5017 0.33 -0.14 -0.18
C 2.3255 3.2658 -0.2804 -0.11 0.06 -0.02
Ge 2.5588 1.4202 0.3007 0.13 -0.10 -0.23
C 2.7763 1.0220 2.1907 0.18 -0.05 0.04
C 1.3698 1.1617 2.7727 -0.07 0.04 0.17
C 1.2006 0.5153 4.1553 -0.03 0.10 0.06
C -0.2251 0.6171 4.6740 -0.01 -0.01 -0.02
H 0.6223 5.5290 3.5096 0.01 0.00 0.00
H -0.2640 4.1156 2.9411 0.01 0.00 0.01
H -0.3553 5.6310 2.0493 0.01 0.01 0.00
H 2.2197 3.9764 2.3705 -0.01 -0.09 0.00
H 2.0850 5.4571 1.4778 -0.01 0.01 -0.04
H 0.5509 4.5383 -0.1190 -0.09 -0.10 -0.05
H 0.3443 3.0501 0.7476 -0.12 0.24 0.20
H 3.2076 3.8981 -0.1815 -0.01 0.03 0.03
H 2.0952 3.2056 -1.3469 0.05 0.07 -0.02
H 3.1348 0.4642 -0.7480 0.09 -0.01 0.04
H 3.4911 1.6652 2.7050 -0.03 -0.04 0.05
H 3.0961 -0.0148 2.2991 0.10 0.02 -0.02
H 0.6129 0.4545 2.2380 -0.08 0.07 -0.19
H 1.0242 2.1936 2.8318 0.06 0.02 0.07
H 1.8912 1.0345 4.8256 0.00 -0.02 0.00
H 1.5231 -0.5247 4.1010 0.00 -0.02 -0.02
H -0.5519 1.6566 4.7415 0.00 0.01 0.01
H -0.3114 0.1770 5.6656 0.00 0.00 0.00
H -0.9202 0.0847 4.0180 0.01 -0.01 0.00
```
Positions in Å, forces in eV/Å.

Calculated values
* total charge: +2
* calculated total energy: -91397.0467 eV
* ΔE to the lowest compared entry with this formula, charge and spin: 203.19 kJ/mol